Here is C24H44Cl3InN2O4Si as an isolated structure at a distorted geometry from OMol25. Energies are from the ωB97M-V functional and the def2-TZVPD basis.

```
79
Properties=species:S:1:pos:R:3:forces:R:3
C 0.714 -0.627 -4.248 0.160 -0.027 -0.208
C 0.551 0.743 -3.670 -0.524 1.387 0.247
H 0.621 -0.609 -5.340 0.091 -0.172 0.214
H -0.023 -1.336 -3.834 0.206 0.308 -0.068
H 1.711 -0.997 -3.972 -0.182 -0.094 -0.166
C -0.030 1.784 -4.299 0.689 -0.730 0.642
C -0.507 1.738 -5.706 -0.165 0.055 -0.333
H -0.151 2.735 -3.770 0.194 -0.341 -0.174
H -0.993 0.784 -5.938 0.033 0.197 -0.101
H 0.340 1.871 -6.388 -0.185 -0.005 -0.161
H -1.215 2.550 -5.885 -0.009 -0.098 -0.175
In -0.085 -0.775 1.079 -0.111 1.666 -1.239
Cl 2.320 -0.940 0.537 -0.385 -0.308 0.164
Cl -1.539 -2.469 2.135 0.494 0.630 0.090
H 0.098 -1.402 6.456 -0.007 -0.030 -0.202
H 2.302 -3.093 6.008 -0.144 -0.088 -0.135
C -0.219 -1.817 5.491 -0.091 -0.106 -0.050
C 1.730 -3.311 5.096 0.326 0.091 0.150
N 0.951 -2.153 4.685 0.317 0.268 -0.065
H -0.846 -1.099 4.958 0.160 -0.187 0.052
C 1.359 -1.408 3.666 -1.058 0.525 -0.408
O 0.678 -0.454 3.184 0.730 -1.031 0.875
H 2.428 -3.572 4.294 -0.159 -0.033 0.202
H 2.327 -1.692 3.213 -0.389 0.019 0.061
H -0.780 -2.738 5.683 0.002 0.220 -0.119
H 1.063 -4.158 5.295 0.111 0.190 -0.150
H -2.478 -0.594 -2.483 -0.034 -0.010 0.320
H -2.660 2.205 -2.992 -0.218 -0.159 0.398
C -3.254 -0.364 -1.741 0.291 0.091 -0.349
C -3.463 2.047 -2.245 -0.001 0.057 -0.178
N -3.101 1.008 -1.290 -0.026 0.426 0.971
H -3.183 -1.037 -0.887 0.056 0.042 -0.128
C -2.584 1.311 -0.087 0.113 -0.959 -0.456
O -2.102 0.471 0.711 -0.217 0.489 -0.331
H -3.662 2.995 -1.725 0.067 -0.288 -0.156
H -2.658 2.391 0.171 0.123 -0.548 -0.063
H -4.235 -0.441 -2.220 0.053 -0.094 0.156
H -4.366 1.725 -2.788 0.242 0.222 0.271
O -0.225 0.227 -1.618 -1.626 -0.917 2.316
C 0.832 0.817 -2.159 0.641 0.861 -0.478
C -0.088 3.017 -1.266 0.265 0.421 -0.124
C 1.016 2.255 -1.649 0.137 -0.349 -0.489
H -1.068 2.540 -1.256 0.534 0.166 -0.057
C 0.070 4.374 -0.967 -0.245 -0.281 0.072
H 1.791 0.293 -1.962 0.106 0.020 -0.044
C 2.285 2.821 -1.662 -0.121 0.602 -0.067
H -0.809 4.966 -0.665 0.490 -0.183 -0.185
C 1.330 4.963 -1.067 0.368 0.366 0.140
C 2.446 4.191 -1.416 -0.245 -0.289 0.164
H 3.130 2.178 -1.909 -0.101 0.249 -0.028
H 1.461 6.035 -0.850 -0.106 -0.562 -0.146
H 3.436 4.642 -1.492 -0.257 -0.031 0.091
Si -0.143 -4.324 -0.439 -0.640 0.908 -0.414
Cl -0.380 -2.221 -1.003 0.112 -1.971 -0.692
C -1.849 -4.907 0.041 0.113 -0.312 0.043
C 1.141 -4.344 0.904 0.343 -0.261 0.140
C 0.412 -5.332 -1.929 -0.070 0.283 0.288
H -2.581 -4.105 0.196 0.318 -0.280 -0.049
H -1.714 -5.459 0.980 -0.336 0.042 -0.084
H -2.200 -5.605 -0.729 -0.074 0.108 0.184
H -0.394 -5.491 -2.653 0.131 0.165 0.091
H 0.705 -6.317 -1.548 0.035 0.038 -0.036
H 1.274 -4.884 -2.422 0.015 -0.050 -0.072
H 1.503 -3.357 1.225 -0.176 -0.326 -0.227
H 2.001 -4.899 0.504 -0.031 0.124 0.213
H 0.755 -4.884 1.774 0.056 0.061 -0.066
C 1.717 2.631 3.267 -0.239 -0.553 0.080
C 0.321 3.266 3.261 0.164 0.426 -0.121
C -0.461 2.486 2.210 -0.492 -0.305 -0.337
O 0.461 1.671 1.452 0.144 -0.076 0.767
C 1.809 1.997 1.883 0.385 0.128 -0.470
H 2.522 3.351 3.446 -0.172 -0.101 -0.081
H 1.780 1.846 4.031 -0.028 0.173 -0.092
H 0.391 4.319 2.960 -0.020 -0.194 0.093
H -0.182 3.226 4.230 0.129 0.012 -0.047
H -1.204 1.807 2.648 0.140 0.256 -0.080
H -0.963 3.163 1.501 0.093 -0.193 0.212
H 2.232 2.709 1.156 -0.175 -0.211 0.094
H 2.384 1.065 1.843 -0.120 0.466 0.100
```
Positions in Å, forces in eV/Å.

Computed properties:
Energy, Ha: -3211.6610
M, g mol⁻¹: 673.9
Largest force on an atom, eV/Å: 2.97
Gap between HOMO and LUMO, eV: 6.733
Energy above the lowest of the compared OMol25 structures with the same formula, charge and spin, kcal/mol: 36.8
E_LUMO, eV: -0.01

List of Mulliken charges in e, atom by atom:
1. C -1.611
2. C 0.321
3. H 0.482
4. H 0.094
5. H 0.309
6. C 0.294
7. C -1.761
8. H 0.443
9. H 0.388
10. H 0.342
11. H 0.387
12. In 0.768
13. Cl -0.427
14. Cl -0.453
15. H 0.330
16. H 0.331
17. C -0.922
18. C -0.941
19. N 0.337
20. H 0.221
21. C -0.108
22. O -0.780
23. H 0.305
24. H 0.578
25. H 0.343
26. H 0.315
27. H 0.143
28. H 0.172
29. C -0.964
30. C -0.806
31. N 0.392
32. H 0.243
33. C -0.078
34. O -0.644
35. H 0.321
36. H 0.462
37. H 0.419
38. H 0.336
39. O 0.026
40. C -0.308
41. C 1.184
42. C 0.145
43. H -0.070
44. C -1.050
45. H 0.310
46. C -0.643
47. H 0.345
48. C -0.616
49. C -0.732
50. H 0.418
51. H 0.337
52. H 0.364
53. Si 0.289
54. Cl 0.135
55. C -1.025
56. C -0.648
57. C -1.143
58. H 0.281
59. H 0.323
60. H 0.341
61. H 0.306
62. H 0.335
63. H 0.302
64. H -0.025
65. H 0.403
66. H 0.300
67. C -0.453
68. C -0.775
69. C -0.466
70. O 0.604
71. C -0.396
72. H 0.410
73. H 0.052
74. H 0.347
75. H 0.333
76. H 0.408
77. H -0.017
78. H 0.372
79. H 0.114